# 1
Formula: CHF3MgNO3S2Yb
Source: OMol25
Level of theory: the ωB97M-V functional and the def2-TZVPD basis

Values from the calculation:
Kohn-Sham gap (alpha / beta) in eV: 2.47 / 2.47
Molar mass in g mol⁻¹: 393.5
E_LUMO (alpha / beta) in eV: -7.20 / -7.20
Total charge: +1
Calculated total energy in a.u.: -2773.43128

Positions of all 13 atoms, in Å:
Yb  1.0709  -0.5146  2.8266
N  2.0648  1.4378  0.1929
S  2.1815  -0.1128  -0.2437
O  1.2999  -1.0165  0.6736
S  0.9028  1.9562  1.3710
O  -0.4389  2.5140  2.3590
C  1.0275  -0.0695  -1.7237
F  1.3522  0.9489  -2.5010
F  -0.2139  0.0920  -1.2885
F  1.1136  -1.1959  -2.4065
Mg  -3.2974  -2.5324  1.1019
O  -3.5330  -0.8436  0.2899
H  -3.5299  -0.6636  -0.6514

These are the natural (NBO) partial charges, in e, on atoms 1 to 6: Yb 1.59; N -1.02; S 1.30; O -1.16; S 0.56; O -0.79



# 2
Formula: CH3NSi
Source: OMol25
Level of theory: the ωB97M-V functional and the def2-TZVPD basis

Values from the calculation:
Kohn-Sham gap (alpha / beta) in eV: 5.43 / 5.42
Molar mass in g mol⁻¹: 57.1
E_LUMO (alpha / beta) in eV: -3.46 / -3.46
Total charge: 0
Calculated total energy in a.u.: -383.93773

Positions of all 6 atoms, in Å:
C  1.0863  2.1822  -0.1037
N  0.6361  1.8655  0.9105
Si  -0.5109  -1.0159  -0.0905
H  -1.3872  0.0819  -0.8572
H  0.0664  -2.1322  -1.0584
H  0.1093  -0.9815  1.1991

Charges in e, computed with natural (NBO), in the same order as the atoms: C -0.05; N -0.72; Si 1.07; H -0.05; H -0.14; H -0.11



# 3
Formula: C9H15CeClI2N2OP
Source: OMol25
Level of theory: the ωB97M-V functional and the def2-TZVPD basis

Values from the calculation:
Kohn-Sham gap (alpha / beta) in eV: 6.37 / 4.09
2S+1: 2
Molar mass in g mol⁻¹: 627.6
E_LUMO (alpha / beta) in eV: -9.09 / -11.35
Total charge: +2
Calculated total energy in a.u.: -2408.23134

Positions of all 32 atoms, in Å:
I  -1.2475  -3.3278  -0.6700
I  -0.9370  -0.4310  3.4159
Ce  -0.5116  -0.7617  0.4432
P  -2.2751  0.9850  -1.4591
C  -4.0373  1.1556  -0.9696
C  -1.7156  2.7259  -1.5428
H  -1.4071  0.3350  -3.6151
H  -3.0058  1.2015  -3.7972
H  -2.9413  -0.5268  -3.2154
C  -2.4301  0.4555  -3.2144
H  -0.6633  2.7450  -1.8520
H  -2.3184  3.2939  -2.2657
H  -4.6213  1.5768  -1.7910
H  -4.1179  1.8059  -0.0946
H  -1.7736  3.2014  -0.5541
H  -4.4185  0.1681  -0.6751
C  -1.2892  1.7199  1.4079
O  -1.2651  2.7709  1.8580
Cl  1.0787  0.4096  -1.3364
N  2.4177  0.7426  1.7209
C  2.7363  -0.6028  1.6692
C  3.9588  -1.1700  2.1162
C  4.2004  -2.5298  1.8975
C  3.2313  -3.2875  1.2426
C  2.0312  -2.6878  0.9013
N  1.7637  -1.3987  1.1676
H  1.9722  1.1462  0.8865
H  3.1332  1.3480  2.1247
H  4.6944  -0.5141  2.5836
H  5.1439  -2.9874  2.1977
H  3.3967  -4.3297  1.0065
H  1.2172  -3.2319  0.4136

These are the natural (NBO) partial charges, in e, on atoms 1 to 6: I 0.02; I 0.00; Ce 0.46; P 0.97; C -0.93; C -0.94



# 4
Formula: C30H56BClN8O4
Source: OMol25
Level of theory: the ωB97M-V functional and the def2-TZVPD basis

Values from the calculation:
Kohn-Sham gap in eV: 9.65
Molar mass in g mol⁻¹: 639.1
E_LUMO in eV: 0.19
Total charge: 0
Calculated total energy in a.u.: -2400.80660

Positions of all 100 atoms, in Å:
C  4.3295  -0.2243  5.0473
C  3.1549  -0.9996  4.3780
N  2.9244  -0.4366  3.0217
C  1.5551  -0.3057  2.6593
Cl  1.5271  -0.4982  0.8128
N  0.9542  0.9851  2.9326
C  1.8124  1.9664  3.5992
C  0.9352  3.1938  3.8782
O  0.7355  -1.3436  3.1457
C  -0.3225  -0.8988  3.9307
O  -0.1692  -0.7526  5.0806
B  -1.7983  -0.6379  3.3344
O  -2.6113  0.1457  4.0629
O  -2.2024  -1.1270  2.1235
H  3.9320  0.3974  5.8380
H  5.1118  -0.8821  5.4054
H  4.7849  0.4564  4.3406
H  3.4852  -2.0274  4.2825
H  2.3040  -0.8823  5.0265
H  3.3846  -1.0539  2.3721
H  0.6478  1.3577  2.0444
H  2.0735  1.5636  4.5675
H  2.7036  2.2209  3.0392
H  0.2940  2.9971  4.7263
H  0.3150  3.3490  3.0046
H  1.5269  4.0711  4.0999
H  -2.5249  -0.0411  5.0042
H  -1.9040  -2.0445  2.0949
C  0.6984  -4.9302  -2.3200
C  0.9295  -5.4888  -0.9241
C  1.6175  -4.4844  0.0064
C  2.9355  -4.1114  -0.5351
N  3.9527  -3.8433  -0.9656
H  1.6388  -4.6843  -2.8182
H  0.1814  -5.6478  -2.9450
H  0.0876  -4.0248  -2.2680
H  1.5326  -6.3967  -0.9957
H  -0.0290  -5.7761  -0.4908
H  1.7544  -4.9145  0.9986
H  1.0141  -3.5813  0.1114
C  1.3578  3.7897  -3.0375
C  1.3714  2.2793  -2.8286
C  0.0802  1.7531  -2.1933
C  -0.1287  2.3551  -0.8723
N  -0.2717  2.8084  0.1595
H  1.2774  4.3234  -2.0895
H  2.2804  4.1159  -3.5174
H  0.5218  4.0911  -3.6723
H  2.2224  2.0107  -2.1999
H  1.5150  1.7839  -3.7908
H  0.1282  0.6703  -2.0736
H  -0.7804  1.9853  -2.8222
C  -2.6594  3.2200  2.9170
C  -3.8021  3.0991  1.9183
C  -4.0765  4.4158  1.1861
C  -4.4466  5.4692  2.1385
N  -4.7337  6.2785  2.8826
H  -2.8922  3.9380  3.7071
H  -2.4681  2.2618  3.3936
H  -1.7424  3.5412  2.4204
H  -4.7045  2.7689  2.4374
H  -3.5589  2.3307  1.1816
H  -4.8879  4.2968  0.4676
H  -3.1868  4.7377  0.6418
C  -1.6378  7.7085  2.4532
C  -1.5471  7.9340  3.9564
C  -0.1584  8.3973  4.4109
C  0.8634  7.3934  4.0816
N  1.6466  6.6109  3.8259
H  -0.9612  6.9155  2.1267
H  -2.6459  7.4114  2.1801
H  -1.3902  8.6188  1.9014
H  -1.8118  7.0098  4.4734
H  -2.2816  8.6855  4.2506
H  -0.1465  8.5593  5.4888
H  0.1091  9.3370  3.9261
C  -4.7990  -6.2252  -4.5530
C  -3.4309  -6.0772  -5.2111
C  -2.3913  -7.0547  -4.6574
C  -2.1858  -6.8356  -3.2209
N  -2.0232  -6.6658  -2.1091
H  -4.7542  -6.0067  -3.4850
H  -5.5132  -5.5317  -4.9978
H  -5.1883  -7.2376  -4.6787
H  -3.0746  -5.0544  -5.0766
H  -3.5289  -6.2430  -6.2854
H  -1.4377  -6.9174  -5.1655
H  -2.7142  -8.0860  -4.8093
C  3.6151  -4.5454  -6.8935
C  2.8388  -3.2336  -6.9256
C  1.9662  -3.0277  -5.6830
C  0.9704  -4.0996  -5.5641
N  0.2017  -4.9258  -5.4902
H  2.9448  -5.4060  -6.8791
H  4.2442  -4.6369  -7.7788
H  4.2593  -4.5986  -6.0138
H  2.2134  -3.2070  -7.8202
H  3.5411  -2.4016  -7.0012
H  1.4410  -2.0741  -5.7394
H  2.5800  -3.0219  -4.7803

These are the Mulliken partial charges, in e, on atoms 1 to 6: C -1.25; C -0.19; N -0.15; C -0.04; Cl -0.19; N 0.61



# 5
Formula: CClNOS
Source: OMol25
Level of theory: the ωB97M-V functional and the def2-TZVPD basis

Values from the calculation:
Kohn-Sham gap (alpha / beta) in eV: 8.66 / 8.83
Molar mass in g mol⁻¹: 109.5
E_LUMO (alpha / beta) in eV: -1.95 / -1.92
Total charge: 0
Calculated total energy in a.u.: -1026.27147

Positions of all 5 atoms, in Å:
C  -0.1608  -0.3323  0.5573
N  -0.7170  -1.3385  0.6170
O  1.2956  0.1263  -1.3735
S  0.5227  1.2653  0.2975
Cl  -1.0375  2.3126  -0.4218

Charges in e, computed with natural (NBO), in the same order as the atoms: C 0.04; N -0.22; O -0.43; S 0.68; Cl -0.05



# 6
Formula: C2H28NO12
Source: OMol25
Level of theory: the ωB97M-V functional and the def2-TZVPD basis

Values from the calculation:
Kohn-Sham gap (alpha / beta) in eV: 10.65 / 5.13
2S+1: 2
Molar mass in g mol⁻¹: 258.2
E_LUMO (alpha / beta) in eV: -0.17 / -5.70
Total charge: 0
Calculated total energy in a.u.: -1050.53108

Positions of all 43 atoms, in Å:
C  0.1116  1.2387  1.0871
N  1.2417  0.3898  1.4777
C  0.8382  -0.7626  2.2743
O  -0.1330  -1.5934  1.6757
H  -0.5454  0.7858  0.3079
H  0.4654  2.2129  0.6795
H  -0.4855  1.4790  1.9500
H  1.8242  0.1048  0.6715
H  0.3587  -0.4322  3.2580
H  1.7331  -1.3796  2.4685
H  1.4472  1.0793  -2.0127
H  2.2905  1.7600  -0.8997
O  1.6435  1.9277  -1.5870
H  -1.6365  -0.7976  1.6807
H  -2.6309  -0.6344  0.4543
O  -2.5210  -0.3876  1.4099
H  0.1290  -3.2336  2.0770
H  0.0887  -4.5088  1.3361
O  0.2950  -4.1821  2.2314
H  -1.1232  1.3542  -2.8576
H  -1.9218  -0.1689  -2.1706
O  -1.1246  0.3777  -3.1667
H  2.2485  -0.6313  -1.3911
H  3.1917  -1.4156  -0.4649
O  2.9514  -0.4961  -0.6796
H  -1.0264  -1.6803  -1.0090
H  -3.2626  -1.0941  -1.7959
O  -2.4791  -0.6535  -1.3465
H  0.3202  -1.5293  -1.4778
H  -0.0121  -1.7263  0.6718
O  -0.2046  -2.0826  -0.8595
H  -1.5253  2.6068  -1.2337
H  -0.0475  2.5986  -1.6794
O  -0.9230  2.7859  -1.9663
H  -0.2325  -0.0316  -2.8899
H  1.4411  -0.9890  -3.2045
O  1.1031  -0.5421  -2.4396
H  1.6751  2.7066  3.4652
H  2.3329  1.5650  2.7884
O  2.4764  2.2779  3.3865
H  -2.8155  0.9804  -0.8730
H  -2.7282  1.4084  0.5998
O  -2.8182  1.8173  -0.3054

These are the natural (NBO) partial charges, in e, on atoms 1 to 6: C -0.52; N -0.19; C 0.02; O -0.74; H 0.32; H 0.28